# 1
{
  "formula": "C44H48BaClI3N7O2",
  "method": "ωB97M-V with the def2-TZVPD basis set",
  "e_lumo_ev": -3.4,
  "charge": 1,
  "total_energy_ev": -98446.7228,
  "homo_lumo_gap_ev": 5.08,
  "species": ["Ba", "Cl", "C", "C", "C", "I", "C", "O", "C", "N", "C", "C", "C", "C", "H", "H", "H", "H", "N", "C", "C", "C", "N", "C", "C", "N", "C", "H", "H", "H", "H", "H", "H", "H", "H", "H", "H", "H", "H", "H", "H", "H", "H", "C", "C", "C", "C", "C", "C", "C", "C", "N", "C", "C", "C", "C", "N", "C", "C", "C", "C", "C", "C", "C", "C", "H", "H", "H", "H", "H", "H", "H", "H", "H", "H", "H", "H", "H", "H", "H", "H", "H", "H", "H", "H", "H", "H", "H", "H", "I", "C", "C", "C", "I", "C", "C", "C", "C", "N", "C", "C", "O", "H", "H", "H", "H"],
  "positions_angstrom": [[11.18629, 15.36191, 10.78298], [16.03357, 20.14706, 14.74897], [15.12034, 19.40736, 13.49205], [15.86213, 18.64036, 12.64319], [15.38070, 17.55866, 12.00203], [16.84698, 16.36240, 11.06239], [13.97977, 17.26917, 12.04228], [13.49067, 16.23645, 11.54034], [13.12932, 18.25990, 12.75138], [11.77079, 18.33241, 12.56322], [11.12814, 19.38851, 13.02970], [11.56495, 20.38533, 13.90440], [12.90370, 20.28695, 14.17382], [13.72038, 19.33341, 13.51904], [16.93304, 18.90774, 12.65906], [10.11795, 19.51035, 12.60823], [10.90006, 21.16560, 14.27084], [13.38213, 20.97102, 14.91072], [7.26919, 14.31964, 16.07331], [7.59463, 13.82280, 14.70073], [6.77081, 14.64314, 13.69109], [7.58825, 15.71072, 12.84320], [8.15571, 15.14666, 11.60161], [8.73997, 16.35652, 13.69653], [9.69140, 15.34500, 14.37925], [11.07471, 15.37506, 13.77541], [9.10284, 13.91099, 14.47777], [6.24499, 14.42431, 16.08559], [7.76241, 15.23104, 16.23535], [7.55335, 13.69030, 16.80349], [7.30734, 12.78089, 14.65928], [6.03772, 15.18494, 14.27168], [6.20683, 13.97136, 13.02962], [6.88890, 16.50617, 12.61790], [7.55871, 15.52706, 10.82470], [8.14308, 14.12450, 11.57198], [8.28279, 17.04315, 14.39588], [9.32896, 16.99746, 13.04276], [9.88745, 15.70609, 15.42915], [11.72023, 14.68644, 14.14894], [11.48583, 16.29428, 13.96074], [9.56764, 13.39849, 15.32421], [9.33544, 13.21738, 13.62891], [13.87166, 14.07101, 7.56570], [12.84859, 13.03555, 7.34077], [13.24255, 11.83905, 6.76784], [12.26343, 10.89606, 6.46606], [10.92750, 11.12383, 6.82087], [10.55566, 12.31252, 7.40498], [9.09517, 12.55376, 7.56073], [11.50588, 13.28275, 7.63139], [11.12703, 14.48354, 8.16363], [10.73994, 15.45718, 7.31699], [10.39957, 15.09259, 5.87510], [10.73050, 16.89960, 7.64640], [10.21498, 17.80614, 6.60226], [11.22630, 17.37928, 8.75023], [11.35142, 18.75520, 8.96962], [12.59605, 19.37599, 8.62302], [13.74980, 18.64496, 7.97862], [12.78043, 20.75018, 8.88609], [11.69774, 21.51903, 9.31383], [10.51898, 20.89206, 9.71310], [10.30834, 19.53437, 9.58952], [8.96024, 18.98851, 9.84205], [14.49968, 13.75372, 8.43092], [13.34808, 15.01915, 7.75418], [14.47237, 14.17420, 6.65812], [14.31173, 11.69886, 6.57881], [12.56637, 9.96012, 6.01701], [10.14832, 10.39182, 6.70009], [8.80627, 13.32892, 6.90024], [8.81865, 12.78825, 8.59280], [8.56723, 11.63199, 7.26644], [10.50809, 14.03179, 5.65530], [11.04076, 15.60797, 5.18094], [9.39283, 15.44883, 5.66593], [9.22670, 17.59771, 6.12542], [10.94821, 17.81483, 5.75129], [10.24053, 18.87588, 6.93460], [14.06485, 17.70512, 8.47614], [14.60420, 19.32869, 8.00673], [13.53805, 18.39063, 6.93802], [13.78337, 21.14226, 8.72200], [11.76868, 22.59175, 9.32582], [9.70256, 21.50902, 10.05609], [8.20761, 19.48365, 9.17852], [8.67142, 19.17736, 10.90419], [8.86193, 17.87276, 9.72619], [7.81539, 10.21874, 10.39367], [9.86084, 10.46404, 10.96197], [10.62874, 9.31696, 11.16972], [11.99409, 9.31645, 11.01731], [13.11468, 7.54929, 10.92186], [12.69149, 10.60187, 11.00777], [14.12285, 10.65567, 10.98385], [14.72343, 11.94590, 11.20094], [13.89122, 13.00705, 11.44386], [12.52161, 12.95769, 11.43677], [11.91056, 11.83447, 11.18153], [10.44569, 11.77316, 11.05580], [9.75868, 12.87712, 10.93012], [10.06718, 8.41680, 11.48470], [14.64447, 9.72751, 10.79500], [15.80282, 12.09624, 11.12974], [14.28380, 13.96385, 11.83158]],
  "lowdin_charge": [1.81, 0.70, -0.65, -0.26, -0.63, 0.86, -0.46, -0.34, -0.13, 0.09, -0.19, -0.05, -0.03, -0.18, 0.09, 0.09, 0.11, 0.11, 0.23, -0.28, -0.07, -0.32, 0.00, -0.11, -0.34, -0.01, -0.09, 0.17, 0.19, 0.17, 0.16, 0.10, 0.13, 0.13, 0.11, 0.05, 0.11, 0.08, 0.14, 0.09, 0.06, 0.12, 0.14, -0.02, -0.23, -0.03, -0.05, -0.03, -0.24, -0.04, -0.28, 0.02, -0.19, 0.00, -0.28, -0.02, 0.04, -0.22, -0.19, -0.03, -0.03, -0.06, -0.06, -0.25, -0.05, 0.10, 0.07, 0.09, 0.13, 0.10, 0.11, 0.05, 0.05, 0.08, 0.09, 0.09, 0.09, 0.11, 0.12, 0.10, 0.08, 0.08, 0.08, 0.11, 0.10, 0.12, 0.10, 0.08, 0.07, 0.83, -0.62, -0.26, -0.68, 0.92, -0.18, -0.02, -0.04, -0.15, -0.01, -0.20, -0.44, -0.32, 0.09, 0.02, 0.11, 0.09]
}

# 2
{
  "formula": "C44H48BrCl2N12SSeTi",
  "method": "ωB97M-V with the def2-TZVPD basis set",
  "e_lumo_ev": 1.5,
  "charge": -1,
  "total_energy_ev": -258673.0368,
  "homo_lumo_gap_ev": 3.48,
  "species": ["Ti", "C", "C", "N", "C", "S", "N", "N", "C", "C", "C", "C", "C", "C", "C", "N", "H", "H", "H", "H", "H", "H", "H", "H", "H", "H", "H", "H", "H", "C", "C", "N", "C", "C", "C", "C", "C", "C", "C", "C", "N", "C", "N", "H", "H", "H", "H", "H", "H", "H", "H", "H", "Cl", "C", "Cl", "H", "H", "C", "C", "C", "C", "C", "C", "C", "C", "C", "C", "C", "C", "N", "H", "H", "H", "H", "H", "H", "H", "H", "H", "H", "H", "H", "H", "H", "H", "H", "H", "Br", "C", "C", "C", "C", "C", "N", "H", "H", "H", "H", "Se", "N", "C", "C", "C", "C", "N", "C", "N", "H", "H", "H"],
  "positions_angstrom": [[0.02304, -0.79038, 0.26325], [3.62591, -5.26374, -2.31359], [3.94544, -3.78333, -2.13359], [3.00374, -2.89855, -2.78094], [1.82486, -2.47784, -2.25238], [1.21000, -3.18537, -0.82415], [1.24588, -1.52415, -2.96482], [0.11399, -1.08545, -2.39358], [-0.64558, -0.31436, -3.08916], [-0.32732, 0.17710, -4.46933], [-1.98183, -0.06663, -2.53613], [-2.88804, 0.75870, -3.21401], [-4.21895, 0.74789, -2.85234], [-4.62753, -0.09177, -1.82698], [-3.64825, -0.79454, -1.14431], [-2.35606, -0.76215, -1.44798], [4.42479, -5.87760, -1.89162], [2.69321, -5.50400, -1.80501], [3.51876, -5.50711, -3.37209], [3.97460, -3.54548, -1.06787], [4.92916, -3.56360, -2.55449], [3.28711, -2.39217, -3.60349], [0.57788, -0.31033, -4.81777], [-1.14647, -0.03517, -5.16038], [-0.15828, 1.25887, -4.46235], [-2.54008, 1.37955, -4.02552], [-4.93257, 1.37428, -3.37415], [-5.66686, -0.18218, -1.54159], [-3.91721, -1.41395, -0.30043], [-4.51852, 0.31406, 2.02723], [-3.16748, 0.05457, 1.87593], [-2.34928, 0.81570, 1.14725], [-2.85828, 1.90432, 0.57907], [-4.21173, 2.25104, 0.65032], [-5.04996, 1.41078, 1.37910], [-4.79895, 3.33784, -0.15028], [-4.30190, 4.52409, -0.51561], [-3.21054, 5.30511, 0.09001], [-2.77363, 5.11675, 1.40031], [-1.92849, 6.07083, 1.92494], [-1.48627, 7.11190, 1.21540], [-1.91198, 7.16297, -0.04146], [-2.76328, 6.33668, -0.63333], [-5.13366, -0.34908, 2.62064], [-2.72294, -0.81086, 2.33980], [-2.16982, 2.50087, -0.00785], [-6.11029, 1.63037, 1.43759], [-5.77899, 3.09138, -0.55065], [-4.83327, 5.07682, -1.28183], [-3.11321, 4.28249, 1.99542], [-1.58662, 6.00294, 2.95215], [-1.53919, 7.98267, -0.64587], [-2.04446, 2.75152, 4.23947], [-0.74251, 1.65173, 4.77362], [-0.55108, 0.25576, 3.72324], [-1.00386, 1.31415, 5.76950], [0.18599, 2.21222, 4.76684], [2.32604, -0.93170, 3.69594], [2.81350, -2.29788, 3.22670], [3.74898, -2.17657, 2.02900], [1.72754, -3.31695, 2.92853], [2.03877, -4.61030, 3.33889], [1.18508, -5.67716, 3.15224], [-0.05103, -5.41612, 2.59101], [-0.41338, -4.14700, 2.16101], [-1.86748, -4.00974, 1.74594], [-2.63641, -3.33372, 2.88753], [-2.14618, -3.35493, 0.39774], [0.51048, -3.06707, 2.24117], [0.21890, -1.85468, 1.62303], [3.15811, -0.37869, 4.13378], [1.54985, -1.04189, 4.45637], [1.92343, -0.33615, 2.87939], [3.38808, -2.72263, 4.05680], [3.17535, -1.81675, 1.18257], [4.15804, -3.15172, 1.75627], [4.57023, -1.48583, 2.23371], [2.99685, -4.77040, 3.82186], [1.46063, -6.67757, 3.45978], [-0.76899, -6.22205, 2.48351], [-2.24396, -5.03356, 1.66448], [-2.19422, -2.36317, 3.11516], [-2.57183, -3.93544, 3.79577], [-3.69356, -3.20077, 2.63728], [-1.99033, -2.27918, 0.43551], [-3.18686, -3.53490, 0.11175], [-1.49649, -3.75054, -0.38395], [4.73772, 1.51317, 1.85158], [3.20180, 2.58685, 1.49694], [3.41064, 3.82072, 0.90523], [2.29720, 4.61411, 0.69077], [1.05580, 4.14037, 1.07718], [0.96929, 2.87596, 1.63352], [2.03085, 2.09612, 1.84124], [4.40433, 4.13205, 0.62093], [2.39615, 5.58248, 0.21810], [0.16360, 4.71956, 0.91904], [0.00479, 2.45149, 1.89370], [-0.47839, 3.21973, -1.91766], [1.17470, 3.28711, -2.65944], [1.86511, 2.25761, -2.16439], [3.18534, 1.90125, -2.47087], [3.72536, 0.77247, -1.84096], [2.99647, 0.02625, -0.94623], [1.71203, 0.33245, -0.59580], [1.15660, 1.41391, -1.20689], [-0.09082, 1.73850, -0.92533], [3.74866, 2.48490, -3.18640], [4.74016, 0.45997, -2.05425], [3.43378, -0.83992, -0.48395]],
  "lowdin_charge": [0.96, -0.11, -0.29, -0.02, -0.81, 0.74, -0.01, -0.04, -0.31, -0.03, -0.24, -0.04, -0.07, -0.08, -0.16, 0.11, 0.06, 0.04, 0.07, 0.08, 0.11, 0.13, 0.06, 0.08, 0.07, 0.10, 0.11, 0.10, 0.09, -0.05, -0.20, 0.06, -0.11, -0.21, -0.03, -0.04, -0.02, -0.29, -0.02, -0.15, 0.08, -0.21, 0.13, 0.11, 0.04, 0.05, 0.12, 0.11, 0.11, 0.08, 0.11, 0.10, 0.52, -0.95, 0.66, 0.02, 0.03, -0.13, -0.37, -0.07, -0.14, -0.06, -0.09, -0.06, -0.16, -0.36, -0.06, -0.09, -0.29, -0.16, 0.07, 0.04, 0.01, 0.12, 0.03, 0.08, 0.05, 0.11, 0.09, 0.10, 0.12, 0.04, 0.08, 0.08, 0.00, 0.08, 0.05, 0.75, -0.73, -0.11, -0.05, -0.09, -0.16, 0.06, 0.10, 0.11, 0.06, 0.07, 0.91, -0.29, -0.44, -0.08, -0.13, -0.24, -0.03, -0.51, -0.27, 0.08, 0.09, 0.07]
}